Here is a cluster of 7 separate species, C58H64F5INO20P2S2 in total at a distorted geometry from the Open Molecules 2025 dataset. Energies are from ωB97M-V with the def2-TZVPD basis set.

The HOMO energy comes out at -10.96 eV. The net charge is +1. The calculation puts the gap between HOMO and LUMO at 7.26 eV.

Last columns: bonded neighbours and bond lengths (Å).
Positions of all 153 atoms, in Å:
1 C 5.975 -1.866 -1.079  O2 1.413, H42 1.102, H43 1.098, H44 1.088
2 O 6.480 -1.577 -2.367  C1 1.413, C3 1.421
3 C 5.425 -1.454 -3.311  O2 1.421, C4 1.530, H45 1.089, H46 1.100
4 C 4.629 -0.187 -2.993  C3 1.530, C5 1.558, H47 1.091, H48 1.095
5 C 3.595 0.194 -4.094  C4 1.558, C6 1.557, H49 1.089, H50 1.090
6 C 2.347 -0.717 -3.908  C5 1.557, C7 1.547, H51 1.090, H52 1.087
7 C 1.311 -0.130 -2.919  C6 1.547, C8 1.560, H53 1.091, H54 1.090
8 C -0.169 0.176 -3.309  C7 1.560, P9 1.883, C13 1.628, C30 1.596
9 P 0.044 1.123 -4.922  C8 1.883, O10 1.455, O11 1.617, O12 1.608
10 O 1.205 2.000 -4.883  P9 1.455
11 O -1.231 1.968 -5.445  P9 1.617, H55 0.974
12 O 0.315 0.085 -6.121  P9 1.608, H56 0.972
13 C -1.093 -1.147 -3.527  C8 1.628, C14 1.539, P19 1.903, C21 1.581
14 C -0.328 -2.328 -4.152  C13 1.539, C15 1.559, H57 1.089, H58 1.084
15 C 0.583 -3.171 -3.207  C14 1.559, C16 1.510, H59 1.090, H60 1.085
16 C 0.301 -4.654 -3.229  C15 1.510, O17 1.185, O18 1.327
17 O 0.431 -5.313 -2.253  C16 1.185
18 O -0.069 -5.184 -4.388  C16 1.327, H61 0.972
19 P -2.522 -0.895 -4.758  C13 1.903, O20 1.473, H62 1.420, H63 1.413
20 O -2.204 -1.361 -6.118  P19 1.473
21 C -1.760 -1.556 -2.153  C13 1.581, C22 1.545, C26 1.557, H64 1.101
22 C -2.331 -2.973 -1.926  C21 1.545, C23 1.525, H65 1.099, H66 1.088
23 C -3.149 -3.741 -2.959  C22 1.525, C24 1.570, O25 1.429, H67 1.094
24 C -2.910 -5.285 -2.811  C23 1.570, H68 1.092, H69 1.088, H70 1.090
25 O -4.557 -3.574 -2.786  C23 1.429, H71 0.975
26 C -2.653 -0.441 -1.533  C21 1.557, I27 2.155, N28 1.498, H72 1.086
27 I -4.762 -0.562 -1.956  C26 2.155
28 N -2.207 0.916 -1.983  C26 1.498, S29 1.805, C30 1.505, H73 1.031
29 S -3.002 2.104 -0.882  N28 1.805, H74 1.356
30 C -0.720 1.094 -2.125  C8 1.596, N28 1.505, S31 1.895, C32 1.550
31 S -0.659 2.911 -2.662  C30 1.895, H75 1.352
32 C 0.044 1.190 -0.780  C30 1.550, C33 1.553, H76 1.092, H77 1.085
33 C -0.061 0.164 0.382  C32 1.553, C34 1.563, H78 1.093, H79 1.089
34 C 1.323 -0.440 0.786  C33 1.563, C35 1.542, H80 1.089, H81 1.088
35 C 2.138 0.449 1.747  C34 1.542, F36 1.335, F37 1.364, C38 1.535
36 F 1.747 1.722 1.847  C35 1.335
37 F 3.410 0.497 1.254  C35 1.364
38 C 2.256 -0.210 3.129  C35 1.535, F39 1.307, F40 1.299, F41 1.328
39 F 2.787 -1.401 3.040  C38 1.307
40 F 3.000 0.489 3.932  C38 1.299
41 F 1.031 -0.365 3.616  C38 1.328
42 H 5.070 -2.492 -1.133  C1 1.102
43 H 5.694 -0.956 -0.532  C1 1.098
44 H 6.752 -2.344 -0.485  C1 1.088
45 H 5.882 -1.389 -4.297  C3 1.089
46 H 4.796 -2.352 -3.214  C3 1.100
47 H 5.320 0.649 -2.880  C4 1.091
48 H 4.038 -0.270 -2.075  C4 1.095
49 H 4.032 0.071 -5.085  C5 1.089
50 H 3.367 1.245 -3.916  C5 1.090
51 H 2.780 -1.597 -3.432  C6 1.090
52 H 2.026 -1.043 -4.894  C6 1.087
53 H 1.279 -0.759 -2.029  C7 1.091
54 H 1.743 0.850 -2.720  C7 1.090
55 H -1.670 1.497 -6.176  O11 0.974
56 H 0.777 0.585 -6.815  O12 0.972
57 H -1.047 -3.027 -4.578  C14 1.089
58 H 0.262 -2.046 -5.015  C14 1.084
59 H 1.599 -3.123 -3.600  C15 1.090
60 H 0.586 -2.875 -2.163  C15 1.085
61 H -0.045 -6.148 -4.261  O18 0.972
62 H -3.025 0.431 -4.707  P19 1.420
63 H -3.636 -1.665 -4.353  P19 1.413
64 H -0.859 -1.524 -1.521  C21 1.101
65 H -2.956 -2.913 -1.024  C22 1.099
66 H -1.523 -3.628 -1.606  C22 1.088
67 H -2.968 -3.539 -4.019  C23 1.094
68 H -2.196 -5.541 -2.025  C24 1.092
69 H -3.842 -5.786 -2.553  C24 1.088
70 H -2.582 -5.723 -3.753  C24 1.090
71 H -4.961 -4.014 -3.557  O25 0.975
72 H -2.613 -0.452 -0.448  C26 1.086
73 H -2.598 1.176 -2.901  N28 1.031
74 H -3.685 2.931 -1.712  S29 1.356
75 H 0.670 3.145 -2.573  S31 1.352
76 H -0.290 2.123 -0.322  C32 1.092
77 H 1.099 1.424 -0.878  C32 1.085
78 H -0.375 0.667 1.300  C33 1.093
79 H -0.736 -0.686 0.302  C33 1.089
80 H 1.965 -0.648 -0.069  C34 1.089
81 H 1.095 -1.367 1.307  C34 1.088
82 C 3.981 2.117 6.425  C83 1.330, C88 1.483, H90 1.079
83 C 2.785 2.348 6.959  C82 1.330, C84 1.482, H91 1.084
84 C 2.603 3.342 8.043  C83 1.482, O85 1.213, C86 1.483
85 O 1.512 3.549 8.530  C84 1.213
86 C 3.809 4.071 8.509  C84 1.483, C87 1.331, H92 1.082
87 C 5.006 3.840 7.975  C86 1.331, C88 1.484, H93 1.083
88 C 5.187 2.845 6.889  C82 1.483, C87 1.484, O89 1.212
89 O 6.275 2.635 6.398  C88 1.212
90 H 4.130 1.395 5.636  C82 1.079
91 H 1.893 1.826 6.631  C83 1.084
92 H 3.657 4.793 9.300  C86 1.082
93 H 5.896 4.362 8.302  C87 1.083
94 C -6.932 1.138 2.988  C95 1.331, C100 1.481, H102 1.083
95 C -8.200 1.413 3.285  C94 1.331, C96 1.484, H103 1.082
96 C -9.214 1.610 2.219  C95 1.484, O97 1.210, C98 1.486
97 O -10.366 1.862 2.484  C96 1.210
98 C -8.757 1.485 0.810  C96 1.486, C99 1.330, H104 1.083
99 C -7.490 1.210 0.518  C98 1.330, C100 1.482, H105 1.083
100 C -6.479 1.014 1.584  C94 1.481, C99 1.482, O101 1.217
101 O -5.319 0.760 1.317  C100 1.217
102 H -6.178 0.992 3.752  C94 1.083
103 H -8.549 1.507 4.305  C95 1.082
104 H -9.511 1.632 0.046  C98 1.083
105 H -7.139 1.117 -0.502  C99 1.083
106 C -7.886 -2.791 -7.411  C107 1.330, C112 1.486, H114 1.082
107 C -6.983 -2.734 -6.436  C106 1.330, C108 1.479, H115 1.083
108 C -6.013 -3.830 -6.225  C107 1.479, O109 1.220, C110 1.479
109 O -5.187 -3.776 -5.329  C108 1.220
110 C -6.076 -4.992 -7.137  C108 1.479, C111 1.330, H116 1.083
111 C -6.977 -5.054 -8.114  C110 1.330, C112 1.485, H117 1.082
112 C -7.954 -3.957 -8.330  C106 1.486, C111 1.485, O113 1.209
113 O -8.773 -4.008 -9.218  C112 1.209
114 H -8.606 -2.001 -7.582  C106 1.082
115 H -6.917 -1.893 -5.756  C107 1.083
116 H -5.355 -5.780 -6.964  C110 1.083
117 H -7.041 -5.895 -8.792  C111 1.082
118 C 5.586 3.709 1.639  C119 1.331, C124 1.484, H126 1.083
119 C 5.560 2.440 1.237  C118 1.331, C120 1.482, H127 1.087
120 C 6.655 1.876 0.413  C119 1.482, O121 1.215, C122 1.482
121 O 6.632 0.718 0.045  C120 1.215
122 C 7.777 2.774 0.051  C120 1.482, C123 1.331, H128 1.083
123 C 7.802 4.043 0.453  C122 1.331, C124 1.484, H129 1.082
124 C 6.709 4.610 1.280  C118 1.484, C123 1.484, O125 1.211
125 O 6.730 5.765 1.647  C124 1.211
126 H 4.797 4.142 2.241  C118 1.083
127 H 4.744 1.767 1.488  C119 1.087
128 H 8.565 2.341 -0.551  C122 1.083
129 H 8.613 4.715 0.199  C123 1.082
130 C 1.727 -1.719 7.095  C131 1.330, C136 1.484, H138 1.083
131 C 0.616 -2.173 7.668  C130 1.330, C132 1.485, H139 1.083
132 C 0.536 -2.376 9.137  C131 1.485, O133 1.211, C134 1.484
133 O -0.476 -2.791 9.657  C132 1.211
134 C 1.741 -2.052 9.939  C132 1.484, C135 1.331, H140 1.082
135 C 2.852 -1.597 9.364  C134 1.331, C136 1.483, H141 1.083
136 C 2.932 -1.395 7.898  C130 1.484, C135 1.483, O137 1.213
137 O 3.943 -0.978 7.372  C136 1.213
138 H 1.806 -1.566 6.026  C130 1.083
139 H -0.273 -2.414 7.100  C131 1.083
140 H 1.663 -2.205 11.007  C134 1.082
141 H 3.741 -1.356 9.932  C135 1.083
142 C -1.169 6.279 4.003  C143 1.331, C148 1.482, H150 1.082
143 C -0.234 6.305 4.950  C142 1.331, C144 1.484, H151 1.082
144 C 0.755 5.207 5.087  C143 1.484, O145 1.211, C146 1.485
145 O 1.606 5.225 5.948  C144 1.211
146 C 0.662 4.077 4.126  C144 1.485, C147 1.331, H152 1.084
147 C -0.272 4.053 3.179  C146 1.331, C148 1.485, H153 1.083
148 C -1.261 5.153 3.044  C142 1.482, C147 1.485, O149 1.213
149 O -2.109 5.125 2.176  C148 1.213
150 H -1.899 7.069 3.888  C142 1.082
151 H -0.149 7.118 5.659  C143 1.082
152 H 1.393 3.286 4.242  C146 1.084
153 H -0.355 3.238 2.471  C147 1.083

These are the Löwdin partial charges, in e, on atoms 1 to 5: atom 1 (C): -0.128, atom 2 (O): -0.176, atom 3 (C): -0.219, atom 4 (C): -0.176, atom 5 (C): -0.169